# C3H11NS2

A cluster of 2 separate species, C3H11NS2 in total in a non-equilibrium geometry (ωB97M-V/def2-TZVPD, the Open Molecules 2025 dataset).

Element x y z (Å)
C 2.547 -1.122 -1.757
S 1.370 0.297 -1.073
S 2.095 1.463 -2.708
H 1.953 -1.996 -1.973
H 3.050 -0.871 -2.689
H 3.394 -1.263 -1.116
H 1.193 2.448 -2.454
C -1.743 -0.987 0.976
N -1.276 0.355 0.740
C -1.604 1.223 1.939
H -2.849 -1.104 0.973
H -1.306 -1.365 1.954
H -1.342 -1.711 0.037
H -0.269 0.396 0.528
H -0.981 1.047 2.790
H -1.599 2.266 1.603
H -2.634 0.925 2.229

F_max: 4.0 eV Å⁻¹
total charge: +1
M: 125.26 g/mol
total energy: -26439.8088 eV
HOMO-LUMO gap (alpha / beta): 9.2 / 3.8 eV
multiplicity: 2
ΔE to the lowest compared entry with this formula, charge and spin: 31.91 kcal/mol